(1)
Below is a 7-piece molecular cluster, C14H42O7S6 overall in a non-equilibrium geometry, with properties calculated with ωB97M-V/def2-TZVPD.

Geometry (Å):
C 50.12900 9.66500 36.27600
C 48.88700 9.44500 35.30900
O 47.81300 9.61100 36.18200
H 50.94400 9.68600 35.69200
H 50.10100 8.64000 36.94800
H 50.11600 10.72200 36.55600
H 49.06000 8.42000 34.92400
H 48.91200 10.06200 34.39100
H 47.58100 10.47700 36.20100
C 41.93900 14.65400 38.23500
S 41.04500 15.19500 39.72200
O 40.85200 16.67600 39.78400
C 39.51600 14.42300 39.34500
H 42.10700 13.63900 38.00500
H 42.87700 15.18800 38.43300
H 41.51500 15.21400 37.51300
H 38.60200 14.56800 39.92000
H 39.73100 13.48900 39.08000
H 39.23700 15.01000 38.56900
C 47.85100 16.57400 39.41700
S 46.57400 17.70500 39.12700
O 46.36000 17.56900 37.62000
C 45.34800 16.61700 39.84500
H 48.77800 17.27800 39.02900
H 47.70500 15.71600 38.64700
H 47.88900 16.10600 40.40900
H 44.44800 16.91600 39.72300
H 45.67900 16.63500 40.96200
H 45.41500 15.71100 39.20200
C 42.42900 11.85400 36.02200
S 41.04700 11.72000 34.89700
O 40.35400 10.45600 35.33500
C 40.19700 13.11800 35.39900
H 43.00400 10.93600 35.93400
H 42.01500 11.65500 36.91000
H 42.81400 12.87500 35.85900
H 39.76900 12.60800 36.43600
H 39.48800 13.27900 34.74500
H 40.80300 13.99200 35.48100
C 45.93500 11.43400 38.14600
S 46.95700 12.80100 37.70200
O 47.75100 12.23100 36.54300
C 45.68400 13.88900 37.10500
H 45.26500 11.52500 38.93000
H 46.77900 10.54300 38.32600
H 45.32400 11.10100 37.28300
H 44.77700 13.86000 37.85900
H 45.09600 13.59200 36.29200
H 46.21900 15.01500 36.89100
C 50.24300 13.14000 39.75600
S 49.29800 12.24800 40.95900
O 47.90400 12.83400 40.73200
C 49.39500 10.69400 40.02900
H 49.86600 13.36300 38.80000
H 51.29400 12.78300 39.59500
H 50.20600 14.05300 39.94700
H 50.39800 10.35500 39.97800
H 49.02900 10.80600 39.04800
H 49.09300 9.74100 40.41700
C 45.02700 12.42100 41.98200
S 44.02400 13.65300 42.75200
O 42.66100 13.55000 42.13800
C 43.84200 12.86100 44.36700
H 46.00300 12.45700 42.55700
H 45.21200 12.61400 40.75400
H 44.80000 11.36200 42.14400
H 44.83000 12.90500 44.75700
H 43.23800 12.00900 44.24600
H 43.14400 13.36000 45.01500

Properties
Lowest unoccupied orbital energy (Ha): 0.0070
HOMO level (eV): -8.41
Frontier orbital gap (eV): 8.60
ΔE to the lowest compared entry with this formula, charge and spin (kJ/mol): 219.6
Net charge: 0

Atom charges from the Löwdin analysis, given in e for atoms 1 to 8:
1. C -0.08
2. C -0.31
3. O -0.09
4. H 0.00
5. H 0.14
6. H 0.06
7. H 0.10
8. H 0.12

(2)
Below is a 7-piece molecular cluster, C14H42O7S7 overall in a non-equilibrium geometry, with properties calculated with ωB97M-V/def2-TZVPD.

Geometry (Å):
C 4.11346 5.11661 25.46671
S 2.53147 4.49525 25.19187
O 2.43023 4.02489 23.77080
C 2.56838 3.08173 26.20827
H 4.28229 6.15302 25.09950
H 4.89139 4.47044 24.97724
H 4.38295 5.13974 26.47638
H 2.76661 3.39263 27.22548
H 3.28599 2.36239 25.74878
H 1.51083 2.67723 26.16281
C 2.22789 0.25828 17.81213
S 2.78115 -0.61582 19.24131
O 4.29228 -0.35318 19.38849
C 1.96370 0.55359 20.40427
H 1.13916 0.30781 17.75534
H 2.73558 -0.15916 16.97080
H 2.61561 1.29696 17.84868
H 2.18651 0.25359 21.42744
H 0.92269 0.33032 20.27317
H 2.20673 1.57697 20.10612
C -0.54888 4.27652 19.65184
S 0.89824 4.62061 18.63165
O 1.71665 3.38796 18.46537
C 1.75899 5.56076 19.84486
H -1.43768 4.81573 19.42797
H -0.28141 4.38671 20.66218
H -0.69006 3.19228 19.53500
H 1.10917 6.43118 20.00698
H 2.77585 5.83547 19.45961
H 1.76441 5.02509 20.79719
C 9.76316 1.18246 25.31033
S 8.40729 0.00621 25.26301
O 7.18250 0.52923 25.86477
C 8.02235 0.12583 23.51685
H 10.19514 1.18100 26.31592
H 9.42910 2.17557 25.05191
H 10.47567 0.81780 24.57357
H 7.26777 -0.59488 23.30672
H 8.91562 -0.10535 22.91542
H 7.65392 1.13245 23.32297
C 4.97513 -0.04894 15.48233
S 4.75729 -1.72830 16.01812
O 4.86487 -2.44890 14.69020
C 6.35592 -1.96856 16.81784
H 5.84910 0.03981 14.90116
H 4.99764 0.58307 16.31582
H 4.25313 0.24102 14.71807
H 6.48088 -1.32238 17.65669
H 7.09372 -1.78694 15.99375
H 6.29363 -3.00448 17.22342
C 10.91981 2.13044 20.66264
S 9.25955 2.26127 20.05473
O 8.49776 1.08399 20.50292
C 8.80494 3.69338 21.11106
H 11.42577 1.20966 20.25471
H 10.80592 2.11884 21.76277
H 11.44694 2.91012 20.15181
H 9.24702 4.60616 20.75424
H 9.04608 3.53673 22.15593
H 7.72931 3.88911 21.09599
C 5.25055 1.91169 21.48547
S 4.59594 3.10173 20.27259
O 5.10991 4.46536 20.63547
C 5.65302 2.48949 18.98167
H 4.99148 0.96635 21.00253
H 4.77756 2.04800 22.39842
H 6.34202 2.12584 21.47734
H 6.64063 2.72805 19.35434
H 5.33410 2.98320 18.08295
H 5.46827 1.40194 18.83734

Properties
Lowest unoccupied orbital energy (Ha): 0.0148
HOMO level (eV): -8.25
Frontier orbital gap (eV): 8.65
ΔE to the lowest compared entry with this formula, charge and spin (kJ/mol): 142.4
Net charge: 0

Atom charges from the Löwdin analysis, given in e for atoms 1 to 8:
1. C -0.30
2. S 0.77
3. O -0.55
4. C -0.29
5. H 0.07
6. H 0.08
7. H 0.03
8. H 0.05

(3)
Below is C14H43BrFNO7Si2 as an isolated structure in a non-equilibrium geometry, with properties calculated with ωB97M-V/def2-TZVPD.

Geometry (Å):
C -2.92123 -0.56429 0.14269
C -2.06826 0.70053 0.04520
C -2.02648 1.34204 1.45295
C -2.60876 1.75839 -0.93178
C -2.26535 1.63020 -2.42334
C -2.55172 0.24375 -3.02627
C -0.86692 2.08529 -2.78847
O 0.16479 1.40084 -2.02896
Si 1.18473 2.38487 -1.25840
F 0.43150 3.17443 -0.11579
Br 2.63653 1.05320 -0.22892
O 1.93094 3.41848 -2.25115
Si 2.60780 4.85917 -1.68062
C 3.25633 4.75978 0.05855
C 1.44375 6.31492 -1.82828
N 0.43486 6.39987 -0.73786
H -2.49668 -1.19415 0.92186
H -3.94311 -0.36158 0.45570
H -2.91399 -1.16392 -0.76455
H -1.05239 0.39848 -0.19457
H -1.12197 1.92430 1.60005
H -2.90284 1.96940 1.60502
H -2.06252 0.55525 2.20286
H -3.69158 1.80132 -0.80979
H -2.24228 2.73151 -0.59654
H -2.92894 2.32027 -2.94976
H -2.83527 0.38558 -4.07009
H -3.39303 -0.23953 -2.54550
H -1.66658 -0.38740 -3.02487
H -0.79673 3.16848 -2.65185
H -0.67471 1.87005 -3.83755
H 3.75373 5.14777 -2.56948
H 4.10308 4.08461 0.13891
H 2.52149 4.50424 0.81733
H 3.61811 5.75913 0.30703
H 0.92165 6.34270 -2.78350
H 2.09496 7.19754 -1.81707
H 0.15769 7.36980 -0.64698
H 0.87843 6.18588 0.14836
C -2.96291 -2.36736 3.63977
O -3.79726 -1.27517 3.25368
H -2.02963 -2.27223 3.09691
H -2.76064 -2.34209 4.71487
H -3.42462 -3.32199 3.37618
H -4.62748 -1.34931 3.72863
C 0.46043 -3.25467 1.55209
O -0.92219 -3.32661 1.20027
H 0.56296 -3.57764 2.58515
H 1.05652 -3.91038 0.91239
H 0.81981 -2.22622 1.46102
H -0.99995 -3.03495 0.28849
C -0.60327 -6.55164 0.15518
O 0.77886 -6.89752 0.04896
H -0.76630 -5.64775 -0.42274
H -1.23291 -7.35009 -0.24668
H -0.87057 -6.35857 1.19553
H 0.91770 -7.69466 0.56500
C 1.67007 -9.40787 -2.19497
O 2.99361 -8.90014 -2.09203
H 1.71351 -10.36611 -2.70652
H 1.23228 -9.55435 -1.20370
H 1.03718 -8.72848 -2.77115
H 2.93956 -8.05129 -1.64461
C 4.67966 4.12713 3.29339
O 4.07314 5.40259 3.10338
H 5.43016 4.00449 2.51694
H 5.16812 4.06369 4.26900
H 3.94499 3.32232 3.20316
H 3.41011 5.51568 3.78779

Properties
Lowest unoccupied orbital energy (Ha): 0.0195
HOMO level (eV): -9.58
Frontier orbital gap (eV): 10.11
ΔE to the lowest compared entry with this formula, charge and spin (kJ/mol): 0.0
Net charge: 0

Atom charges from the Löwdin analysis, given in e for atoms 1 to 8:
1. C -0.08
2. C -0.40
3. C -0.06
4. C -0.14
5. C -0.34
6. C -0.06
7. C -0.19
8. O -0.19